Molecular formula: C4H12N3O
Method: DFT, the ωB97M-V functional and the def2-TZVPD basis

Output
SMILES: NC(=O)CNCC[NH3+]
HOMO level: -0.4887 hartree
Spin multiplicity: 1
Charge: +1

Last column: Mulliken charge in e.
Cartesian coordinates (Å):
N 2.1146 -0.0364 2.2593  -0.44
C 1.2069 -0.1208 1.2283  0.47
O 0.1043 -0.5407 1.5575  -0.73
C 1.2942 0.3712 -0.2640  -0.57
N 0.2871 -0.4210 -0.9454  -0.29
C -0.4634 0.3039 -2.0116  -0.63
C -1.9635 0.1787 -1.5931  -0.44
N -2.1629 0.1084 -0.1224  -0.16
H 1.8967 -0.4647 3.1806  0.25
H 3.0582 0.3918 2.1151  0.22
H 2.2772 0.4402 -0.6695  0.46
H 1.1248 1.5538 -0.3346  0.25
H 0.7937 -1.2439 -1.2612  0.22
H -0.3314 -0.0535 -2.9701  0.49
H -0.1896 1.3084 -1.8736  0.29
H -2.3292 -0.7607 -2.1634  0.29
H -2.5051 1.1548 -1.9548  0.28
H -2.7059 0.9059 0.3446  0.44
H -2.7438 -0.7898 0.1800  0.43
H -1.2962 -0.0711 0.4488  0.18



Molecular formula: C4H12N3O
Method: DFT, the ωB97M-V functional and the def2-TZVPD basis

Output
SMILES: CCCONC(N)=[NH2+]
HOMO level: -0.5315 hartree
Spin multiplicity: 1
Charge: +1

Last column: Mulliken charge in e.
Cartesian coordinates (Å):
C 2.6572 -0.5263 -0.0506  -0.92
C 1.4148 0.3220 0.6093  -0.20
C 0.7722 1.4574 -0.3836  -0.39
O -0.6870 1.6123 -0.2764  -0.24
N -1.3547 0.5805 -0.8234  -0.12
C -1.9907 -0.4157 -0.0712  0.27
N -3.0549 0.1032 0.9076  -0.42
N -1.6855 -1.8989 -0.2190  -0.52
H 3.1315 0.1833 -0.8845  0.28
H 3.4765 -0.7444 0.7605  0.30
H 2.3407 -1.5315 -0.5708  0.24
H 1.8455 0.8987 1.5544  0.30
H 0.5851 -0.4048 1.0037  0.09
H 1.0897 1.2121 -1.4908  0.35
H 1.2585 2.4974 -0.0667  0.29
H -1.4882 0.5019 -1.8743  0.29
H -2.6234 0.9538 1.3504  0.33
H -3.2907 -0.6275 1.6178  0.34
H -0.6972 -2.0429 0.1484  0.38
H -1.6996 -2.1306 -1.2407  0.34



Molecular formula: C4H12N4
Method: DFT, the ωB97M-V functional and the def2-TZVPD basis

Output
SMILES: CNN=C(CN)CN
HOMO level: -0.3013 hartree
Spin multiplicity: 1

Last column: Mulliken charge in e.
Cartesian coordinates (Å):
C 1.9948 -1.8360 -1.0459  -0.68
N 1.1023 -0.7842 -1.1459  -0.33
N 1.1676 -0.0759 0.1967  -0.42
C 0.0556 0.4404 0.3565  0.32
C -0.7200 0.5785 -0.9627  -0.86
N -1.4452 -0.4753 -0.9596  -0.54
C -0.2406 1.3341 1.4712  -0.57
N -1.5496 1.0002 2.0155  -0.66
H 2.8154 -1.5620 -0.3419  0.32
H 1.3616 -2.7956 -0.5028  0.15
H 2.2167 -2.3296 -2.0436  0.26
H 0.1618 -1.1650 -1.1811  0.35
H 0.1716 0.7313 -1.7156  0.49
H -1.4234 1.3479 -0.9427  0.48
H -1.8999 -0.3465 -0.0292  0.30
H -1.9934 -0.5238 -1.8364  0.20
H 0.5972 1.2240 2.3374  0.29
H -0.0203 2.4077 1.3432  0.32
H -2.1702 2.0179 2.3266  0.27
H -1.2817 0.2376 2.9245  0.30



Molecular formula: C4H12N4
Method: DFT, the ωB97M-V functional and the def2-TZVPD basis

Output
HOMO level (spin up / spin down): -0.2653 / -0.2653 hartree
Spin multiplicity: 1

Last column: Mulliken charge in e.
Cartesian coordinates (Å):
C 0.2930 -2.0480 0.8283  -0.96
N -0.6603 -1.1616 0.2133  -0.10
C -0.8391 -1.1288 -1.2072  -0.21
N -0.2498 -1.8687 -2.1323  -0.78
H -1.9139 -1.1675 -0.3969  0.36
H 0.2104 -2.6966 -1.7552  0.22
H -1.2697 -0.2037 -1.5978  0.38
H -0.0354 -3.0750 0.6533  0.44
H 0.3182 -1.8568 1.9000  0.24
H 1.3021 -1.9415 0.4130  0.34
C 1.4456 0.9823 -0.1019  -1.09
N -0.6794 2.8454 0.4327  -0.38
C -0.6143 1.5858 0.9315  0.05
N 0.2848 0.7100 0.7222  -0.24
H 0.0407 3.2062 -0.1680  0.18
H -1.4208 3.4632 0.7073  0.20
H -1.4812 1.2627 1.5017  0.36
H 1.1635 1.0135 -1.1591  0.37
H 1.9498 1.9111 0.1916  0.41
H 2.1559 0.1680 0.0235  0.22



Molecular formula: C4H12N4
Method: DFT, the ωB97M-V functional and the def2-TZVPD basis

Output
HOMO level (spin up / spin down): -0.7102 / -0.7100 hartree
Spin multiplicity: 1
Charge: +2

Last column: Mulliken charge in e.
Cartesian coordinates (Å):
C 0.2382 0.7207 0.5391  0.15
C -2.7600 0.2250 -0.7423  -0.96
C 3.7192 0.1359 -0.2879  -0.66
C -2.1087 0.2326 0.6903  -0.47
N 1.4817 0.6222 0.1477  -0.24
N -0.7107 -0.2168 0.5668  0.57
N -0.5330 -1.4733 0.1276  -0.65
N 2.4806 -0.1035 0.3939  0.35
H 0.0502 1.7143 0.7507  0.34
H -2.6012 -0.7509 -1.1591  0.42
H -3.8038 0.4767 -0.6052  0.37
H -2.4830 1.0815 -1.3442  0.32
H 4.4958 -0.0316 0.3646  0.37
H 3.8518 -0.7801 -0.8772  0.34
H 3.7765 1.2578 -0.6365  0.34
H -1.9859 1.1832 1.0103  0.30
H -2.7276 -0.3919 1.2457  0.32
H 0.0191 -2.2633 0.5800  0.32
H -1.3570 -1.8368 -0.2485  0.16
H 2.3512 -1.0419 0.7523  0.30



Molecular formula: C4H12N4
Method: DFT, the ωB97M-V functional and the def2-TZVPD basis

Output
HOMO level (spin up / spin down): -0.6550 / -0.5543 hartree
Spin multiplicity: 1
Charge: +2

Last column: Mulliken charge in e.
Cartesian coordinates (Å):
C 1.7586 -0.1988 1.4478  -0.19
C 0.4076 -0.0392 1.8038  0.60
C -1.6486 0.6625 -2.4023  0.41
C -0.6785 0.0824 -1.6839  -0.45
N 2.4957 -1.2888 1.5112  -0.38
N -0.3672 -1.1209 2.0550  -0.43
N -0.1233 1.2342 1.9619  -0.41
N -1.6278 0.6147 -3.7731  -0.20
H 2.2592 0.7089 1.0510  0.32
H -0.5422 0.2957 -0.6027  0.14
H -2.4644 1.2798 -2.0180  0.36
H 0.1485 -0.5572 -2.0803  0.27
H 2.0752 -2.2543 1.8767  0.28
H -0.1395 -1.9604 1.6241  0.19
H -1.2982 -1.0619 2.5071  0.24
H 0.4437 2.1105 1.8076  0.23
H -0.9080 1.4652 2.5056  0.24
H 3.4030 -1.3160 1.0381  0.28
H -0.9454 0.1811 -4.3226  0.25
H -2.2486 1.1625 -4.3070  0.27



In order of appearance, relative energy (zero: lowest compared OMol25 entry of this formula, charge and spin) = 42.3; 152.7; 161.7; 132.2; 133.0; 29.8 kcal/mol.